(1)
Below is a molecular structure, C28H34BrCl3N8O6SSiZr, with properties calculated with wB97M-V/def2-TZVPD.

```
83
Properties=species:S:1:pos:R:3
Zr 0.29840 -0.95480 0.74048
N 1.87419 -4.32445 -1.68156
C 1.21930 -3.69160 -0.67641
S -0.20641 -2.76032 -1.08669
N 1.68493 -3.81341 0.52890
N 0.92733 -3.07670 1.42736
C 0.89163 -3.51410 2.62754
C 0.04444 -2.97757 3.67612
C 0.11471 -3.57335 4.94036
C -0.73788 -3.20906 5.96067
C -1.70823 -2.23994 5.71279
C -1.80146 -1.63936 4.47405
C -0.91805 -1.97430 3.44019
O -1.00898 -1.35458 2.27490
H 1.43688 -4.38281 -2.58163
H 2.58357 -4.99400 -1.43644
H 1.47866 -4.40106 2.86040
H 0.86019 -4.34289 5.10608
H -0.66136 -3.67520 6.93327
H -2.39386 -1.94943 6.49924
H -2.54145 -0.87283 4.28147
C -1.48057 2.88393 2.02450
C -0.29813 2.39856 1.23272
O -0.10555 1.19291 1.06642
N 0.53913 3.31565 0.75708
C 1.78222 3.00155 0.07078
C 1.66826 3.04052 -1.43431
C 2.72522 3.53438 -2.18825
C 2.63737 3.50965 -3.56889
C 1.49401 2.99086 -4.15150
C 0.49250 2.52419 -3.31686
N 0.55985 2.54598 -1.98654
H -2.20016 2.07429 2.11332
H -1.94533 3.75054 1.55324
H -1.14666 3.16442 3.02454
H 0.32469 4.27984 0.94873
H 2.11158 2.00891 0.38631
H 2.54230 3.70702 0.40413
H 3.60784 3.91448 -1.69063
H 3.45073 3.88074 -4.17877
H 1.38091 2.93066 -5.22498
H -0.40881 2.09942 -3.74569
C -4.35321 -0.57803 1.37905
N -3.73798 -1.01413 0.13079
C -3.36729 -2.42360 0.10152
C -2.91120 -0.08351 -0.48247
N -1.62180 -0.20055 -0.55073
N -3.58083 0.98871 -1.00364
C -4.98743 0.94687 -1.35993
C -2.87140 2.16980 -1.44531
H -3.63219 -0.60355 2.20346
H -5.17962 -1.24700 1.62005
H -4.74835 0.43176 1.28069
H -3.01358 -2.68538 -0.89245
H -4.26920 -3.00155 0.31140
H -2.60113 -2.68732 0.82599
H -1.20981 0.45847 -1.20846
H -5.38223 -0.04842 -1.18795
H -5.10747 1.19900 -2.41676
H -5.56137 1.66805 -0.77119
H -2.55943 2.09300 -2.49203
H -1.98295 2.34909 -0.84192
H -3.53399 3.03129 -1.35676
O 2.29418 0.59964 2.18263
O 1.77808 -0.77252 2.24763
Br 3.56909 -0.82692 -7.20850
C 3.35841 -0.58466 -5.33751
C 2.22057 -1.07077 -4.71675
C 2.06227 -0.87228 -3.35232
C 3.03061 -0.19403 -2.62411
C 4.17334 0.27012 -3.26486
C 4.34627 0.07815 -4.62604
C 2.86187 0.08441 -1.15235
O 3.67850 0.76185 -0.56118
O 1.77427 -0.40008 -0.61880
H 1.46841 -1.59500 -5.29083
H 1.18701 -1.25391 -2.84316
H 4.91885 0.78937 -2.67707
H 5.23231 0.43743 -5.13099
Cl 0.40361 0.97473 4.57190
Si 2.27132 0.98912 3.76002
Cl 3.49127 -0.13527 4.91359
Cl 2.92427 2.93083 3.76887
```

The calculation puts the molar mass at 916.27 g/mol. For the energy above the lowest of the compared OMol25 structures with the same formula, charge and spin, the calculation gives 46.80 kcal per mole. The total charge is 0. For the total energy, the calculation gives -6666.5993 hartree. The spin multiplicity is 1. The HOMO energy is -7.666 eV. As for the HOMO-LUMO gap: 7.89 eV.

(2)
Below is a molecular structure, C28H34CuN3O2P, with properties calculated with wB97M-V/def2-TZVPD.

```
69
Properties=species:S:1:pos:R:3
C -2.37763 1.23281 -5.15911
C -2.19962 0.00830 -4.50747
C -1.44049 -0.04986 -3.31640
C -0.89138 1.09729 -2.77930
C -1.08797 2.31637 -3.41390
C -1.85400 2.40874 -4.59629
C -1.29000 -1.39033 -2.63896
C 0.14069 -1.92928 -2.46862
N 1.17226 -0.85953 -2.24851
Cu 0.25999 0.73149 -1.29641
C -0.39868 3.51162 -2.81789
P 1.15230 2.75965 -2.07530
H -2.63350 -0.92848 -4.90562
H -2.03566 3.39329 -5.06042
H -2.96824 1.27023 -6.08556
H -0.96816 3.93882 -1.97797
H -0.19098 4.33493 -3.52305
H -1.75287 -1.36079 -1.63674
H -1.82344 -2.16000 -3.20945
H 0.18252 -2.59292 -1.58736
C 1.84078 4.23858 -1.22618
C 2.08718 2.96937 -3.67531
H 0.44738 -2.50429 -3.36497
C 1.75416 -0.40586 -3.53729
C 2.28530 -1.38759 -1.42483
H -0.29899 2.26620 0.37420
H 2.24678 -1.25153 -4.04799
H 0.97671 0.00128 -4.18793
H 2.50040 0.36916 -3.33287
H 2.85215 -2.13746 -2.00169
H 2.94580 -0.56572 -1.14755
H 1.88604 -1.84958 -0.51785
H 2.07500 4.02019 -4.01184
H 3.12998 2.66731 -3.52207
H 1.66676 2.36605 -4.48944
H 1.94946 5.10600 -1.90876
H 1.18547 4.50520 -0.37784
H 2.83073 3.92761 -0.84645
H 1.52098 1.45993 -0.54899
O -0.68293 2.23278 1.29579
C -0.64767 0.92894 1.55012
N -0.89796 0.46909 2.76194
C -0.57885 -0.93324 2.84059
C -0.38506 -1.20208 1.31533
O -0.26984 -2.31230 0.76971
N -0.36696 -0.00364 0.63865
C 0.73522 -1.15181 3.56484
C 1.83414 -1.77968 2.96951
C 3.05369 -1.85708 3.66210
C 3.17735 -1.33686 4.94970
C 2.06246 -0.73292 5.55347
C 0.84152 -0.64375 4.86978
C -1.71667 -1.71458 3.45970
C -1.58420 -2.56723 4.57616
C -2.73228 -3.05049 5.24254
C -4.01136 -2.73497 4.76043
C -4.13628 -1.95068 3.59901
C -2.99141 -1.46148 2.95254
H -1.11361 1.12753 3.52650
H 1.73007 -2.28643 2.00147
H 3.90028 -2.33059 3.16596
H 4.14250 -1.38026 5.46716
H 2.15265 -0.32797 6.56654
H -0.03518 -0.24797 5.40583
H -0.59512 -2.90636 4.92037
H -2.60750 -3.66381 6.15322
H -4.89351 -3.07884 5.32135
H -5.13872 -1.71451 3.22565
H -3.12199 -0.91607 2.01399
```

The expectation value of S² is 0.756. The calculation puts the molar mass at 539.12 g/mol. For the energy above the lowest of the compared OMol25 structures with the same formula, charge and spin, the calculation gives 0.00 kcal per mole. The total charge is 0. For the total energy, the calculation gives -3383.8502 hartree. The spin multiplicity is 2. The HOMO energy (spin up / spin down) is -5.314 / -7.084 eV. As for the HOMO-LUMO gap (spin up / spin down): 5.84 / 7.52 eV.

(3)
Below is a molecular structure, C28H34FeN4Si2, with properties calculated with wB97M-V/def2-TZVPD.

```
69
Properties=species:S:1:pos:R:3
Fe -0.16495 0.39718 0.08465
C -0.36835 -1.93942 -2.02427
N -1.10108 -1.47397 -0.83894
C -2.30931 -0.72277 -1.20259
C -1.97427 0.65385 -1.77952
C -2.99102 1.45355 -2.28228
C -2.64987 2.61945 -2.94166
C -1.30885 2.94790 -3.10407
C -0.35702 2.10743 -2.56599
N -0.67995 0.98176 -1.91741
C -1.31875 -2.52625 0.15928
C -0.72690 -2.23121 1.52391
C -0.96727 -3.09815 2.58084
C -0.37192 -2.84395 3.80190
C 0.44600 -1.73109 3.93633
C 0.62195 -0.91034 2.84115
N 0.04964 -1.15838 1.65689
C 1.12892 -1.72602 -1.95142
C 1.95056 -2.38251 -2.85822
C 3.30997 -2.12807 -2.83464
C 3.80617 -1.23109 -1.90179
C 2.91606 -0.63275 -1.02912
N 1.60339 -0.87266 -1.04734
H -0.74298 -1.41069 -2.90129
H -0.56818 -3.00132 -2.19578
H -2.94103 -0.61438 -0.31960
H -2.90183 -1.24427 -1.96680
H -4.02570 1.16370 -2.15656
H -3.42256 3.26647 -3.33535
H -1.00596 3.84187 -3.62943
H 0.70080 2.32424 -2.64024
H -0.84709 -3.44413 -0.19833
H -2.38414 -2.74871 0.26230
H -1.61203 -3.95609 2.44035
H -0.54636 -3.50286 4.64206
H 0.93063 -1.49129 4.87160
H 1.22912 -0.01757 2.90172
H 1.52418 -3.07735 -3.57055
H 3.97184 -2.62309 -3.53270
H 4.85984 -0.99875 -1.84259
H 3.25767 0.06969 -0.28154
C 3.09040 1.73584 1.89085
Si 1.42807 2.17126 1.07777
C 1.82413 3.49303 -0.21196
C 0.47016 3.00024 2.48132
C 1.12095 3.93357 3.29931
C 0.47788 4.52565 4.37215
C -0.83991 4.18711 4.65865
C -1.50046 3.27372 3.85622
C -0.86596 2.67376 2.76093
Si -1.84525 1.53755 1.62597
C -3.22276 2.60339 0.89425
C -2.75615 0.26310 2.69695
H 3.68659 2.65222 1.93231
H 3.70592 0.97970 1.40435
H 2.93499 1.41726 2.92369
H 2.32786 4.32733 0.28513
H 0.91967 3.89037 -0.67706
H 2.48897 3.12792 -0.99915
H 2.15304 4.20434 3.09998
H 0.99958 5.24702 4.98814
H -1.34604 4.63918 5.50205
H -2.53165 3.02533 4.08847
H -3.71523 3.12171 1.72213
H -3.98666 2.01286 0.38170
H -2.85235 3.36267 0.20333
H -3.58195 0.75728 3.21660
H -2.09979 -0.16980 3.45469
H -3.19177 -0.56124 2.12453
```

The expectation value of S² is 8.760. The calculation puts the molar mass at 538.63 g/mol. For the energy above the lowest of the compared OMol25 structures with the same formula, charge and spin, the calculation gives 0.00 kcal per mole. The total charge is +1. For the total energy, the calculation gives -3148.9008 hartree. The spin multiplicity is 6. The HOMO energy (spin up / spin down) is -8.641 / -10.759 eV. As for the HOMO-LUMO gap (spin up / spin down): 6.21 / 7.66 eV.

(4)
Below is a molecular structure, C28H34LuN9S, with properties calculated with wB97M-V/def2-TZVPD.

```
73
Properties=species:S:1:pos:R:3
Lu 1.15179 -0.62136 0.23825
C -2.09382 -1.29781 3.95758
C -1.21615 -0.87108 2.82617
N -0.39181 -1.60718 2.16837
C -0.09035 -2.99573 2.47181
C 1.39976 -3.22855 2.21872
N 1.78905 -2.89177 0.81738
C 3.26424 -2.96126 0.60034
C 3.67219 -2.26616 -0.69930
N 3.32345 -0.83099 -0.61728
C 3.44354 -0.02728 -1.86106
C 3.14854 1.45828 -1.58357
N 1.94695 1.60612 -0.76150
C 1.45534 2.72923 -0.40091
C 1.95273 4.08964 -0.76190
C 0.37606 2.54941 0.65312
C -0.65116 3.52352 1.25634
C -1.61440 3.05693 2.08180
C -1.90831 1.67192 2.63817
C -1.20261 0.55771 2.39345
N -0.11955 0.71852 1.50386
H -2.20635 -2.37632 4.02116
H -3.08251 -0.84988 3.84768
H -1.67841 -0.92939 4.89916
H -0.68406 -3.64038 1.81628
H -0.30988 -3.28340 3.50041
H 1.64154 -4.26806 2.44920
H 1.97825 -2.58634 2.88237
H 1.36250 -3.59132 0.21485
H 3.61683 -3.99280 0.58566
H 3.74541 -2.46110 1.44222
H 3.14459 -2.70681 -1.54760
H 4.73922 -2.41907 -0.86865
H 3.93020 -0.40096 0.07430
H 2.73811 -0.42465 -2.59278
H 4.44670 -0.09949 -2.28465
H 3.05069 1.97107 -2.54145
H 3.99802 1.90439 -1.06127
H 2.65379 4.06570 -1.59298
H 2.45961 4.53819 0.09913
H 1.11859 4.74303 -1.02237
H -0.61263 4.58598 1.04003
H -2.29440 3.80889 2.46486
H -2.76153 1.62340 3.30591
N 0.81737 2.36284 3.17359
C 0.97898 1.72730 1.91264
S 2.53397 0.81995 1.88653
N -0.58366 1.43641 0.34019
N -0.38238 0.59635 -0.77626
C -1.39776 0.19849 -1.45063
C -2.80116 0.59667 -1.33637
C -3.17897 1.90844 -1.03340
C -4.51885 2.22935 -0.91435
C -5.48989 1.24580 -1.07004
C -5.12298 -0.06058 -1.36520
C -3.78569 -0.38201 -1.51576
C -0.96505 -0.83162 -2.45384
C -1.55194 -0.90664 -3.70089
C -1.03833 -1.80323 -4.62979
C 0.02634 -2.60309 -4.26197
C 0.54526 -2.46858 -2.98322
N 0.08288 -1.59579 -2.08856
H 1.45417 1.96113 3.84584
H 0.94756 3.36509 3.14209
H -2.42899 2.67604 -0.91155
H -4.81001 3.25037 -0.70295
H -6.53713 1.50100 -0.97009
H -5.87901 -0.82542 -1.48845
H -3.50419 -1.40251 -1.74709
H -2.38929 -0.26606 -3.94117
H -1.46735 -1.87249 -5.62051
H 0.45278 -3.32560 -4.94479
H 1.36350 -3.10441 -2.66529
```

The calculation puts the molar mass at 703.68 g/mol. For the energy above the lowest of the compared OMol25 structures with the same formula, charge and spin, the calculation gives 0.00 kcal per mole. The total charge is +2. For the total energy, the calculation gives -3213.4154 hartree. The spin multiplicity is 1. The HOMO energy is -13.164 eV. As for the HOMO-LUMO gap: 7.18 eV.

(5)
Below is a single C28H34N4O7S molecule, with properties calculated with wB97M-V/def2-TZVPD.

```
74
Properties=species:S:1:pos:R:3
C -3.13896 0.65492 -4.20193
C -4.52703 0.31653 -3.66916
C -4.60360 0.31348 -2.14241
C -3.86818 -0.86540 -1.51067
N -3.94131 -0.77921 -0.06915
C -4.13129 -1.85734 0.69615
O -4.27298 -2.98614 0.27175
C -4.25694 -1.61772 2.20224
S -3.52717 -0.09778 2.84781
C -1.84415 -0.39689 2.47368
N -1.56377 -1.50993 1.89829
C -0.26751 -1.79628 1.59871
C 0.00344 -3.01240 0.94642
C 1.31402 -3.28455 0.67598
C 2.35452 -2.40214 1.02859
C 2.11362 -1.20857 1.64301
C 0.77045 -0.90289 1.92822
C 0.43029 0.37888 2.51584
O 1.21341 1.29164 2.72299
N -0.92558 0.55646 2.80854
C -1.32995 1.87071 3.27493
C -1.37406 2.88434 2.11200
C -1.67079 2.15636 0.80652
O -2.80085 1.91093 0.42252
N -0.56991 1.77799 0.13877
C -0.59976 1.02180 -1.09142
C 0.53076 1.46904 -2.02430
C 1.87744 1.07731 -1.47898
C 2.48317 -0.10125 -1.86933
C 3.72705 -0.46223 -1.36902
C 4.37138 0.33305 -0.43880
O 5.58610 0.07806 0.11543
C 6.25592 -1.10116 -0.25528
C 3.74555 1.52412 -0.00368
O 4.42717 2.23934 0.92760
C 3.74486 3.26897 1.60517
C 2.52350 1.88483 -0.54311
O 3.54903 -2.95314 0.65005
C 3.23889 -4.18774 0.04333
O 1.84256 -4.38065 0.06705
H -2.41241 -0.10080 -3.91458
H -2.80934 1.61838 -3.81830
H -3.15645 0.70929 -5.28805
H -5.23596 1.05514 -4.04942
H -4.83348 -0.66106 -4.04703
H -5.65116 0.26884 -1.83757
H -4.18383 1.24194 -1.74868
H -2.81844 -0.87731 -1.82393
H -4.32237 -1.81580 -1.80256
H -3.76107 0.13705 0.32645
H -3.81572 -2.46593 2.72426
H -5.31684 -1.55201 2.45601
H -0.80328 -3.67576 0.68809
H 2.89601 -0.51875 1.90905
H -0.59913 2.19509 4.01933
H -2.30996 1.77583 3.74245
H -0.41601 3.39734 2.03476
H -2.16192 3.61213 2.29940
H 0.34492 1.92890 0.53995
H -0.49591 -0.05024 -0.87476
H -1.57499 1.19643 -1.55100
H 0.37712 1.00032 -2.99701
H 0.47334 2.55184 -2.15243
H 1.99557 -0.74527 -2.58642
H 4.18438 -1.37629 -1.71171
H 5.67524 -1.98935 0.01217
H 6.48081 -1.11612 -1.32742
H 7.18891 -1.09536 0.30607
H 2.83111 2.89066 2.07345
H 4.43067 3.61416 2.37695
H 3.50763 4.10635 0.93948
H 2.07793 2.82729 -0.26226
H 3.59121 -4.18769 -1.00106
H 3.73413 -5.00460 0.59198
```

The calculation puts the molar mass at 570.67 g/mol. The total charge is 0. For the total energy, the calculation gives -2231.3333 hartree. The spin multiplicity is 1. The SMILES is CCCCNC(=O)CSc1nc2cc3c(cc2c(=O)n1CCC(=O)NCCc1ccc(OC)c(OC)c1)OCO3. The HOMO energy is -8.031 eV. As for the HOMO-LUMO gap: 8.54 eV.

(6)
Below is a molecular structure, C28H34N5O3RhS, with properties calculated with wB97M-V/def2-TZVPD.

```
72
Properties=species:S:1:pos:R:3
Rh 0.62649 0.59241 -0.22406
O -2.48045 -1.36133 1.63476
C -1.78858 -0.58590 1.01869
O -0.47940 -0.67226 0.96483
C -2.36944 0.52539 0.17385
C -3.73362 0.84387 0.19653
C -4.18008 1.80110 -0.67335
C -3.28468 2.40877 -1.57950
C -3.69807 3.37395 -2.53021
C -2.79316 3.92017 -3.39210
C -1.43463 3.53047 -3.34530
C -1.00110 2.60505 -2.43929
C -1.92211 2.02896 -1.53799
N -1.50667 1.09874 -0.63341
H -4.37876 0.33611 0.89827
H -5.22088 2.09810 -0.68192
H -4.73923 3.66494 -2.56115
H -3.11002 4.65296 -4.12019
H -0.73313 3.96870 -4.04174
H 0.04021 2.30046 -2.42047
N 1.96789 -0.88363 -2.73330
C 1.52791 -0.28865 -1.84738
C -0.97780 -4.90007 -0.96618
C -0.50675 -3.45575 -0.67057
N -0.96526 -2.54493 -1.71025
C -0.46668 -2.98120 -3.00823
C -1.03805 -4.37143 -3.37107
N -1.84092 -4.84276 -2.19273
C -3.00359 -3.92472 -1.96108
C -2.42238 -2.50936 -1.72859
H -1.58232 -5.32568 -0.16666
H -0.15784 -5.58105 -1.19098
H 0.58178 -3.42057 -0.63494
H -0.88644 -3.11536 0.29119
H 0.62000 -3.00515 -2.97450
H -0.74801 -2.24751 -3.76203
H -0.26608 -5.11751 -3.55272
H -1.71342 -4.35006 -4.22540
H -2.19494 -5.77784 -2.38908
H -3.54610 -4.30861 -1.09778
H -3.64447 -3.98927 -2.83948
H -2.78895 -2.12532 -0.77964
H -2.74413 -1.83420 -2.52205
C 4.55706 -1.59121 0.29764
C 4.07125 -1.47325 1.73065
S 2.27944 -1.32738 1.80709
O 2.03996 0.12469 1.32531
C 2.02186 -1.23980 3.58522
C 1.90726 -2.63431 4.18258
H 5.64508 -1.62957 0.28964
H 4.24823 -0.73461 -0.29786
H 4.18365 -2.49725 -0.17863
H 4.46593 -0.58755 2.23059
H 4.31613 -2.35618 2.32476
H 1.09483 -0.67591 3.68894
H 2.83830 -0.65835 4.01448
H 1.02132 -3.14749 3.81329
H 1.82940 -2.55593 5.26522
H 2.78158 -3.24701 3.96470
N 0.91512 2.60581 0.50139
C 1.24698 3.48997 1.15881
C 1.66488 4.58539 1.96863
C 2.13727 5.74614 1.35167
C 2.54702 6.80131 2.14701
C 2.48119 6.69432 3.53055
C 2.00857 5.53562 4.13566
C 1.59664 4.46930 3.35832
H 2.18088 5.81344 0.27384
H 2.91773 7.70697 1.68830
H 2.80036 7.52486 4.14495
H 1.96199 5.46634 5.21283
H 1.22394 3.56163 3.81160
```

The expectation value of S² is 6.010. The calculation puts the molar mass at 623.59 g/mol. The total charge is +2. For the total energy, the calculation gives -2094.9977 hartree. The spin multiplicity is 5. The HOMO energy (spin up / spin down) is -13.957 / -13.936 eV. As for the HOMO-LUMO gap (spin up / spin down): 8.59 / 6.15 eV.